120
Properties=species:S:1:pos:R:3 method="wB97M-V/def2-TZVPD" de_lowest_kj_mol=514.6 e_homo_ev=-10.49 smiles="CCOC(=O)OC.CCOC(=O)OC.CCOC(=O)OC.CCOC(=O)OC.CCOC(=O)OC.CCOC(=O)OC.CCOC(=O)OC.CCOC(=O)OC" max_force_ha_per_bohr=0.13677 energy_ev=-83358.1948
C -1.172 -0.446 2.189
C -0.383 -1.219 1.091
O -0.209 -0.392 -0.097
C 0.239 -0.918 -1.238
O 0.430 -2.146 -1.402
O 0.366 -0.024 -2.090
C 0.786 -0.367 -3.400
H -0.463 0.170 2.742
H -1.704 -1.206 2.761
H -1.868 0.252 1.723
H -0.929 -2.117 0.800
H 0.523 -1.590 1.570
H 1.787 -0.769 -3.243
H 0.825 0.378 -4.194
H 0.224 -1.226 -3.767
C 1.518 4.010 -4.494
C 2.247 3.033 -3.483
O 3.122 2.302 -4.297
C 4.083 1.513 -3.741
O 4.132 1.092 -2.580
O 4.721 1.025 -4.769
C 5.536 -0.085 -4.540
H 1.086 3.446 -5.320
H 2.010 4.906 -4.873
H 0.638 4.335 -3.938
H 1.507 2.380 -3.021
H 2.899 3.468 -2.726
H 5.067 -0.757 -3.820
H 6.491 0.295 -4.178
H 5.645 -0.655 -5.462
C -4.120 -6.224 2.378
C -5.314 -5.622 1.643
O -4.896 -4.813 0.592
C -4.320 -3.571 0.757
O -4.044 -3.019 1.835
O -4.066 -3.018 -0.499
C -3.491 -1.716 -0.689
H -4.560 -7.041 2.950
H -3.571 -5.444 2.905
H -3.489 -6.737 1.652
H -5.765 -5.101 2.487
H -5.924 -6.434 1.248
H -2.467 -1.877 -1.026
H -3.480 -1.112 0.219
H -4.072 -1.108 -1.382
C -3.079 3.698 2.422
C -1.642 3.381 1.983
O -1.468 3.303 0.532
C -0.384 2.927 -0.161
O -0.199 3.256 -1.308
O 0.426 2.189 0.549
C 1.735 1.930 0.014
H -3.314 4.713 2.102
H -3.067 3.973 3.477
H -3.780 2.942 2.068
H -1.345 2.418 2.399
H -0.881 4.108 2.268
H 2.244 1.109 0.517
H 2.357 2.816 0.137
H 1.774 1.531 -1.000
C 1.717 1.491 4.542
C 2.850 1.838 3.566
O 4.137 1.460 4.119
C 5.388 1.670 3.501
O 5.488 2.107 2.365
O 6.445 1.276 4.340
C 7.779 1.639 3.963
H 1.816 0.483 4.946
H 0.712 1.619 4.139
H 1.783 2.236 5.334
H 2.862 2.908 3.363
H 2.637 1.174 2.728
H 7.884 1.340 2.920
H 8.570 1.318 4.641
H 7.757 2.729 3.969
C -1.940 1.280 9.281
C -1.978 1.659 7.835
O -2.901 0.699 7.274
C -3.168 0.512 5.939
O -2.685 1.126 4.997
O -4.082 -0.525 5.754
C -4.499 -0.965 4.483
H -1.561 0.265 9.402
H -2.905 1.404 9.773
H -1.141 1.878 9.719
H -0.996 1.524 7.383
H -2.362 2.651 7.594
H -4.941 -0.220 3.821
H -5.159 -1.814 4.659
H -3.684 -1.372 3.885
C 2.961 -3.372 -3.585
C 3.088 -4.460 -4.652
O 4.485 -4.695 -4.825
C 5.211 -5.282 -3.904
O 4.771 -5.825 -2.874
O 6.490 -5.137 -4.167
C 7.000 -4.368 -5.276
H 1.936 -3.001 -3.601
H 3.631 -2.542 -3.811
H 3.085 -3.772 -2.579
H 2.509 -4.236 -5.549
H 2.532 -5.314 -4.266
H 6.707 -4.854 -6.207
H 8.085 -4.312 -5.361
H 6.518 -3.395 -5.369
C -2.014 1.713 -4.133
C -3.002 1.069 -3.079
O -4.140 1.978 -2.877
C -5.195 2.041 -3.751
O -5.366 1.337 -4.712
O -6.196 2.862 -3.255
C -7.349 3.244 -4.050
H -2.668 2.234 -4.833
H -1.638 0.911 -4.768
H -1.223 2.340 -3.720
H -2.591 1.019 -2.071
H -3.353 0.069 -3.331
H -7.090 3.863 -4.908
H -8.008 3.875 -3.453
H -7.949 2.479 -4.544